74
Properties=species:S:1:pos:R:3:forces:R:3:mulliken_charge:R:1 method="wB97M-V/def2-TZVPD" total_energy_ha=-3324.7191 lumo_energy_ev=0.26
Sc -0.35854 0.30206 0.75580 0.0 0.2 0.2 -2.136
C -0.96814 3.60697 1.21990 0.0 0.0 0.0 -1.010
O -0.10304 2.64951 0.61313 0.0 -0.1 -0.1 0.101
C 1.22550 3.12448 0.44282 -0.1 0.0 0.0 -0.952
C 1.97561 2.11967 -0.39121 0.0 -0.1 0.0 -0.605
O 1.84591 0.84818 0.26057 0.1 0.0 0.0 0.589
C 2.92213 -0.06109 0.01238 0.0 0.0 0.0 -0.678
C 2.96650 -0.59411 -1.39738 0.0 0.0 0.0 -0.762
O 1.82838 -1.39755 -1.62888 0.0 -0.1 0.0 -0.136
C 1.96487 -2.19313 -2.78947 0.0 0.0 0.0 -1.015
H -0.71860 3.73455 2.27715 0.0 0.0 0.0 0.234
H -1.97967 3.22998 1.11000 0.0 0.0 0.0 0.164
H -0.87576 4.56307 0.70050 0.0 0.0 0.0 0.500
H 1.69641 3.25422 1.42306 0.0 0.0 0.0 0.255
H 1.20577 4.08903 -0.07363 0.0 0.0 0.0 0.613
H 3.03139 2.40128 -0.43234 0.0 0.0 0.0 0.638
H 1.56710 2.05111 -1.40080 0.0 0.0 0.0 0.092
H 2.77623 -0.88671 0.70354 0.0 0.0 0.0 0.073
H 3.86497 0.44576 0.24086 0.0 0.0 0.0 0.327
H 3.88405 -1.19076 -1.48974 0.0 0.0 0.0 0.633
H 3.01749 0.21352 -2.14051 0.0 0.0 0.0 0.401
H 2.80904 -2.88348 -2.69420 0.0 0.0 0.0 0.353
H 2.11122 -1.57235 -3.68024 0.0 0.0 0.0 0.372
H 1.04583 -2.76467 -2.90527 0.0 0.0 0.0 0.250
C -1.87304 -1.88626 -1.17413 -0.1 -0.1 0.0 -1.383
N -1.54489 -1.69971 0.24718 0.0 0.1 -0.1 1.630
C -2.80257 -1.59823 1.02369 0.0 0.0 0.0 -1.198
C -3.22569 -0.13748 1.09526 0.0 0.0 0.0 -0.607
N -2.14670 0.59253 1.78179 0.0 0.0 0.0 1.437
C -2.51301 1.20252 2.96988 0.1 -0.1 -0.1 -0.018
C -1.91312 0.88648 4.19314 0.0 0.0 0.0 -0.409
F -1.01544 -0.10802 4.25937 0.0 0.0 0.0 -0.367
C -2.22970 1.53286 5.37522 0.0 0.0 0.0 0.184
F -1.61827 1.18924 6.51188 0.0 0.0 0.0 -0.329
C -3.20503 2.51283 5.38727 0.0 0.0 0.0 0.630
F -3.52431 3.13897 6.52252 0.0 0.0 0.0 -0.317
C -3.85234 2.83220 4.20689 0.0 0.0 0.0 0.350
F -4.79198 3.78123 4.20299 0.0 0.0 0.0 -0.316
C -3.50471 2.18822 3.03492 0.0 0.0 0.0 0.019
F -4.12916 2.55438 1.90480 0.0 0.0 0.0 -0.412
C -0.69164 -2.81665 0.68794 0.0 0.0 0.0 -1.205
C -0.00260 -2.52399 2.00339 0.0 0.0 0.0 -0.953
N 0.63270 -1.21468 1.91095 0.1 0.0 0.1 1.801
C 1.53935 -0.88254 2.88184 0.0 0.0 0.0 -0.213
C 2.48299 -1.71168 3.51207 0.0 0.0 0.0 0.763
F 2.59517 -3.00872 3.16636 0.0 0.0 0.0 -0.374
C 3.37560 -1.24973 4.46537 0.0 0.0 0.0 0.270
F 4.24778 -2.10034 5.01116 0.0 0.0 0.0 -0.317
C 3.40772 0.08313 4.83153 0.0 0.0 0.0 0.532
F 4.28664 0.52763 5.73399 0.0 0.0 0.0 -0.330
C 2.51261 0.94546 4.22365 0.0 0.0 0.0 -0.094
F 2.49298 2.24247 4.54497 0.0 0.0 0.0 -0.321
C 1.62513 0.45068 3.29713 0.0 0.1 0.1 -0.768
F 0.72655 1.32721 2.76317 -0.1 -0.1 0.0 0.020
H -2.34113 -2.86707 -1.32579 0.0 0.0 0.0 0.402
H -0.96515 -1.82272 -1.77057 0.0 0.0 0.0 -0.108
H -2.56516 -1.11318 -1.50342 0.0 0.0 0.0 0.443
H -2.61365 -1.95211 2.03747 0.0 0.0 0.0 0.324
H -3.57151 -2.23765 0.57148 0.0 0.0 0.0 0.380
H -4.17155 -0.06011 1.63762 0.0 0.0 0.0 0.796
H -3.39957 0.26626 0.09266 0.0 0.0 0.0 0.229
H 0.07645 -2.94521 -0.07878 0.0 0.0 0.0 0.344
H -1.27349 -3.74623 0.74707 0.0 0.0 0.0 0.315
H 0.69986 -3.33809 2.18414 0.0 0.0 0.0 0.532
H -0.72248 -2.53987 2.83366 0.0 0.0 0.0 0.311
N 0.64301 1.01586 -3.54734 0.0 0.1 0.1 -0.399
C -0.77332 1.36384 -3.48792 -0.1 0.0 -0.1 -0.808
C -1.36189 1.17795 -2.09497 0.1 0.1 0.1 0.242
O -2.51328 1.50650 -1.86944 -0.1 0.0 0.0 -0.673
O -0.55478 0.64846 -1.22981 -0.1 -0.2 -0.2 0.850
H 0.91670 0.76985 -4.48865 0.0 0.0 0.0 0.309
H 0.79921 0.22341 -2.93335 0.0 0.0 0.0 -0.151
H -1.40287 0.76864 -4.16059 0.0 0.0 0.0 0.304
H -0.92856 2.40873 -3.76186 0.0 0.0 0.0 0.353

72
Properties=species:S:1:pos:R:3:forces:R:3:mulliken_charge:R:1 method="wB97M-V/def2-TZVPD" total_energy_ha=-2486.7539 charge=-2 lumo_energy_ev=3.79
Rb 0.08339 -0.04827 0.89208 0.2 -0.4 0.0 0.860
C 3.68508 -1.34384 3.13338 0.0 0.1 0.0 -1.032
C 2.90352 -2.51207 2.56031 0.0 -0.1 0.0 -0.647
N 2.63928 -2.39118 1.13115 0.0 0.0 0.0 0.843
C 3.86480 -2.43527 0.32799 0.0 -0.1 0.1 -0.943
C 3.98064 -1.24319 -0.60747 0.1 0.1 -0.1 -0.868
C 1.64069 -3.38583 0.73365 0.0 0.1 0.0 -0.487
C 1.35814 -3.49594 -0.75897 0.0 -0.1 0.0 -1.228
N 0.87308 -2.24617 -1.29187 0.0 -0.1 0.2 0.162
C 0.70517 -2.13314 -2.59546 0.0 0.0 0.0 0.135
C 0.27955 -0.86310 -3.10211 0.0 0.0 0.0 0.221
F 0.07138 0.11825 -2.19421 0.0 0.1 0.0 -0.278
C 0.07736 -0.58802 -4.42478 0.0 0.0 0.0 0.246
F -0.31198 0.65640 -4.77737 0.0 0.0 0.0 -0.308
C 0.26421 -1.54217 -5.42109 0.0 0.0 0.0 -0.759
C 0.66418 -2.78539 -4.97396 0.0 0.0 0.0 0.229
F 0.85987 -3.77446 -5.88500 0.0 0.0 0.0 -0.363
C 0.87624 -3.08704 -3.64702 0.0 0.0 0.0 0.210
F 1.24515 -4.37182 -3.35885 0.0 0.0 0.0 -0.391
H 3.16263 -0.40458 2.96140 0.0 -0.1 0.0 0.089
H 4.68694 -1.26511 2.70616 0.0 0.0 0.0 0.377
H 3.78882 -1.46095 4.21348 0.0 0.0 0.0 0.428
H 1.94081 -2.56359 3.06798 0.0 0.0 0.0 0.483
H 3.43194 -3.46332 2.77659 0.0 0.0 0.0 0.218
H 3.91064 -3.36673 -0.24692 0.0 0.0 0.0 0.392
H 4.73031 -2.46763 0.99608 0.0 0.0 0.0 0.515
H 3.11026 -1.19267 -1.26143 0.0 0.0 0.0 -0.013
H 4.88711 -1.30883 -1.21663 0.0 0.0 0.0 0.395
H 4.02102 -0.31472 -0.03343 0.0 0.0 0.0 0.242
H 0.70470 -3.12695 1.24102 0.0 0.0 0.0 -0.281
H 1.93086 -4.38593 1.11288 0.0 0.0 -0.1 0.221
H 0.63444 -4.32260 -0.86415 0.0 0.0 0.0 0.563
H 2.25864 -3.85605 -1.27273 0.0 0.0 0.0 0.486
H 0.10142 -1.32606 -6.46450 0.0 0.0 0.0 0.479
F -1.15235 -0.03191 5.07408 0.0 -0.1 0.0 -0.300
C -0.21922 0.12066 4.01770 -0.1 0.1 0.1 -0.433
F 0.44196 -1.15924 4.00760 0.0 0.0 0.0 -0.301
C 0.82868 1.02152 4.64778 0.0 0.0 0.0 0.762
F 0.32312 2.24159 4.91358 0.0 0.0 0.0 -0.283
F 1.86683 1.20816 3.79198 0.0 0.1 0.0 -0.260
F 1.39488 0.59401 5.81414 0.0 0.0 0.0 -0.320
N -0.30569 2.62434 0.25818 0.0 0.2 -0.2 -0.938
C -1.19963 2.91755 -0.43008 0.0 0.2 0.1 0.782
C -2.91390 -1.38160 -1.73676 0.0 0.0 -0.1 -1.247
C -2.41890 -2.17695 -0.55072 0.0 0.0 0.0 0.633
O -2.82003 -1.51429 0.64160 0.0 0.0 0.0 -0.344
C -2.59962 -2.29707 1.79912 0.0 -0.1 -0.1 0.259
C -3.04604 -1.52197 3.01300 0.0 0.0 0.1 -1.357
H -2.44199 -1.74067 -2.65276 0.0 0.0 0.0 0.345
H -2.65604 -0.32741 -1.62442 0.0 0.0 0.0 0.128
H -3.99721 -1.45105 -1.84551 0.0 0.0 0.0 0.401
H -1.32466 -2.26582 -0.58952 -0.1 0.0 0.0 -0.422
H -2.83087 -3.19745 -0.56110 0.0 0.0 0.0 0.363
H -1.53654 -2.57198 1.87819 0.0 0.1 0.0 -0.135
H -3.16058 -3.24031 1.70625 0.0 0.0 0.0 0.345
H -2.57635 -0.53966 3.04733 0.0 0.0 0.0 0.160
H -2.74344 -2.03815 3.92494 0.0 0.0 0.0 0.401
H -4.13084 -1.40065 3.01440 0.0 0.0 0.0 0.387
F -4.85234 6.41004 -3.96240 0.0 0.0 0.0 -0.299
C -5.29774 5.40906 -3.13713 0.2 0.0 0.2 1.056
F -6.21128 5.98012 -2.29599 0.0 0.0 0.0 -0.299
F -6.10295 4.65675 -3.99797 -0.1 -0.1 -0.1 -0.309
C -4.23686 4.71492 -2.44404 -0.1 0.2 0.0 -0.176
C -3.04968 4.31822 -3.14048 0.2 0.0 -0.1 -0.647
C -2.08915 3.57235 -2.57425 -0.1 0.0 0.0 -0.535
N -2.22348 3.23222 -1.17258 -0.1 0.0 0.0 0.106
C -3.56757 3.24500 -0.62346 0.1 0.1 -0.1 -0.695
C -4.49359 4.00289 -1.23059 -0.1 -0.1 0.2 -0.513
H -2.91578 4.56744 -4.18796 -0.1 0.0 0.0 0.314
H -1.21898 3.17737 -3.07418 0.0 -0.1 0.0 0.402
H -3.71711 2.64462 0.25965 0.0 -0.1 0.0 0.463
H -5.48153 4.01450 -0.78280 0.0 0.0 -0.1 0.311

65
Properties=species:S:1:pos:R:3:forces:R:3:mulliken_charge:R:1 method="wB97M-V/def2-TZVPD" total_energy_ha=-2901.7134 charge=+2 lumo_energy_ev=-5.77
Sn 0.21827 -0.01635 1.23175 -0.5 0.2 0.1 1.640
F 4.20792 -2.31163 3.28647 0.0 0.0 0.1 -0.259
C 3.50487 -2.58221 4.39243 0.0 0.0 0.0 0.605
F 3.41619 -3.91289 4.51487 0.0 0.1 0.0 -0.237
F 4.18170 -2.11388 5.44448 0.0 -0.1 -0.1 -0.232
C 2.11598 -1.97756 4.35613 0.0 0.0 0.0 -0.002
C 1.35940 -2.06863 5.51584 0.0 0.0 0.0 -0.432
C 0.07118 -1.55333 5.56813 0.0 0.0 0.0 -1.079
C -0.43479 -0.96649 4.43253 0.0 0.0 -0.1 -0.236
N 0.28758 -0.89212 3.30568 -0.1 0.2 0.1 -0.172
C 1.54815 -1.36479 3.24433 0.1 -0.1 0.1 1.014
S 2.30560 -1.09530 1.67871 0.2 -0.1 -0.2 -0.456
H 1.79189 -2.54391 6.38791 0.0 0.0 0.0 0.502
H -0.52028 -1.60397 6.47022 0.0 0.0 0.0 0.456
H -1.42891 -0.53941 4.39656 0.0 0.0 0.0 0.576
O -1.41097 1.53368 1.75226 0.0 -0.1 0.1 -0.587
C -0.48647 2.32184 2.05809 0.0 0.0 0.0 0.177
O 0.71274 1.91490 1.97498 0.1 0.1 0.1 -0.633
H -0.68765 3.34528 2.37920 0.0 0.0 0.0 0.501
C -0.21562 -3.48300 -0.29365 0.0 0.0 0.0 -1.141
C -1.44631 -3.04126 0.50327 0.0 -0.1 -0.1 -0.719
P -1.78872 -1.27406 0.33514 0.2 -0.2 0.0 0.767
C -3.22785 -0.85990 1.34786 -0.2 -0.1 0.0 -0.334
C -4.52509 -1.56730 0.93298 0.0 0.0 0.1 -1.319
C -1.99077 -0.86537 -1.41736 -0.1 -0.1 -0.1 -0.280
C -2.93060 -1.80277 -2.18641 0.0 0.1 0.0 -1.328
H -0.02999 -4.54229 -0.12739 0.0 0.0 0.0 0.459
H 0.68268 -2.94235 0.01113 0.0 0.0 0.0 0.206
H -0.35603 -3.33631 -1.36485 0.0 0.0 0.0 0.283
H -1.32172 -3.23753 1.57169 0.0 0.0 0.0 0.513
H -2.33553 -3.58694 0.18011 0.0 0.0 0.0 0.519
H -3.34113 0.22169 1.33092 0.0 0.1 0.0 0.403
H -2.95113 -1.13676 2.36955 0.0 0.0 0.0 0.270
H -4.92131 -1.16080 0.00535 0.0 0.0 0.0 0.340
H -5.27415 -1.40716 1.70667 0.0 0.0 0.0 0.416
H -4.39916 -2.64370 0.81964 0.0 0.0 0.0 0.339
H -0.98553 -0.89476 -1.84069 0.0 0.0 0.0 0.111
H -2.32490 0.17332 -1.46721 0.0 0.0 0.0 0.300
H -2.63628 -2.84733 -2.08846 0.0 0.0 0.0 0.328
H -2.88923 -1.55012 -3.24476 0.0 0.0 0.0 0.421
H -3.96438 -1.70492 -1.86583 0.0 0.0 0.0 0.261
O 0.48018 0.83349 -0.63747 0.1 0.1 -0.2 -0.633
S 1.54910 1.93254 -1.00349 0.1 0.0 0.0 0.279
C 2.34105 1.30578 -2.44082 -0.1 0.0 0.0 0.477
C 1.58809 0.79999 -3.49828 0.0 0.1 0.0 -0.323
C 2.25528 0.32329 -4.60916 0.0 0.0 0.0 -0.793
C 3.64881 0.36971 -4.65995 0.0 0.0 0.0 -0.431
C 4.38137 0.89020 -3.60552 0.0 0.0 0.0 -0.711
C 3.72682 1.35743 -2.47218 0.0 0.0 0.0 -0.153
C 0.53865 3.23095 -1.68426 -0.1 -0.1 0.0 0.775
C -0.80251 3.31315 -1.34069 0.0 0.0 0.0 0.055
C -1.56029 4.35081 -1.86822 0.0 0.0 0.0 -0.970
C -0.97330 5.28539 -2.70785 0.0 0.0 0.0 -0.539
C 0.37802 5.19902 -3.02100 0.0 0.0 0.0 -0.663
C 1.14810 4.16905 -2.50791 0.0 0.0 0.0 -0.675
H 0.50624 0.79947 -3.45147 0.0 0.0 0.0 0.444
H 1.69574 -0.07065 -5.44676 0.0 0.0 0.0 0.434
H 4.16333 -0.00542 -5.53445 0.0 0.0 0.0 0.434
H 5.46049 0.93266 -3.65907 0.0 0.0 0.0 0.441
H 4.28598 1.75455 -1.63346 0.0 0.0 0.0 0.470
H -1.24757 2.58757 -0.67458 0.0 0.0 -0.1 0.367
H -2.60926 4.43071 -1.61626 0.0 0.0 0.0 0.450
H -1.56969 6.08916 -3.11783 0.0 0.0 0.0 0.414
H 0.83442 5.93640 -3.66678 0.0 0.0 0.0 0.419
H 2.20128 4.10113 -2.75080 0.0 0.0 0.0 0.470